No. 1
A gas-phase ion, C4H11N2O2 (charge +2). Source: the Open Molecules 2025 dataset; level of theory: ωB97M-V with the def2-TZVPD basis set.

ORCA input file:
```
! wB97M-V def2-TZVPD RIJCOSX def2/J DEFGRID3
* xyz 2 2
H 1.929 0.235 1.677
C 0.446 1.111 -0.144
H -0.586 -0.069 2.214
O 0.923 1.968 0.542
H -1.347 1.300 -3.015
C 0.437 -0.354 0.331
H 0.107 2.443 -1.674
N 1.684 -0.589 1.117
C -0.958 0.689 -2.201
N -0.112 1.484 -1.391
C -0.746 -0.567 1.256
H 1.505 -1.403 1.725
H -1.601 -2.335 1.461
H -0.382 -0.096 -2.726
H 0.433 -1.080 -0.466
H -1.821 0.243 -1.696
H 2.497 -0.844 0.541
H -1.686 -0.193 0.879
O -0.723 -1.944 1.570
*
```

The value obtained for the HOMO energy (spin up / spin down) is -19.095 / -19.073 eV. The calculation puts the frontier orbital gap (spin up / spin down) at 10.54 / 5.76 eV. As for the energy above the lowest of the compared OMol25 structures with the same formula, charge and spin: 117.2 kJ/mol.

No. 2
A single C5H5ClN2 molecule. Source: the Open Molecules 2025 dataset; level of theory: ωB97M-V with the def2-TZVPD basis set.

ORCA input file:
```
! wB97M-V def2-TZVPD RIJCOSX def2/J DEFGRID3
* xyz 0 1
N 2.430 -2.443 0.083
H -0.668 1.764 -0.376
C -1.784 -0.324 0.300
C 0.696 -0.542 0.026
H 2.159 0.943 0.153
C 1.691 -1.565 0.067
H 0.758 2.712 -0.299
Cl -3.362 -0.983 0.016
C 1.102 0.751 0.120
N 0.285 1.851 -0.031
H -1.777 0.551 0.969
H -0.854 -1.783 -0.833
C -0.674 -0.931 -0.194
*
```

Its structure (SMILES) is N#CC(/C=C/Cl)=C/N. The value obtained for the HOMO energy is -8.591 eV. The calculation puts the frontier orbital gap at 8.97 eV. As for the energy above the lowest of the compared OMol25 structures with the same formula, charge and spin: 55.8 kJ/mol.

No. 3
A molecular structure, C48H64N4O3SSe3Tc. Source: the Open Molecules 2025 dataset; level of theory: ωB97M-V with the def2-TZVPD basis set.

ORCA input file:
```
! wB97M-V def2-TZVPD RIJCOSX def2/J DEFGRID3
* xyz 2 4
C 4.895 1.568 2.027
C 5.009 -2.741 4.521
N -8.431 4.311 -3.084
H 3.092 -4.735 2.446
H -1.369 2.399 4.485
C 3.418 -0.748 3.177
H 0.248 -5.897 -1.590
C 0.458 -2.021 -0.801
H 1.794 3.058 2.274
H 3.688 -4.502 -3.852
H 3.393 3.744 1.967
Se -2.162 1.482 2.301
H 2.239 0.020 -6.113
C 0.816 -5.933 -2.523
H -9.708 3.213 -1.902
C 1.056 4.427 -1.307
H 2.243 -2.805 -4.130
C 4.005 -4.308 2.871
Tc -0.777 0.817 0.219
C 1.123 -1.261 1.901
H 0.857 2.331 -1.724
C -2.823 0.016 3.423
H -2.802 -1.755 2.171
C -7.347 4.286 -3.863
C 2.108 -0.786 -5.390
H -5.216 2.538 -1.769
Se -0.446 -1.601 0.850
H 1.410 -1.507 -5.823
H 1.156 -6.960 -2.665
H 0.433 1.256 -5.208
N -2.538 0.685 -0.960
O 0.847 1.012 1.285
H -6.452 -1.096 3.062
O 0.289 0.225 -1.501
C -0.842 2.097 3.585
C 3.485 1.706 2.625
H 1.334 -3.305 2.499
C 3.694 -3.206 3.896
H -2.073 -1.195 -1.724
H 5.505 0.840 2.566
C 2.784 2.842 1.868
H 2.681 2.618 0.805
C -2.778 -0.374 -1.767
H -1.753 3.712 1.141
C -4.776 0.608 -2.648
C -8.134 1.966 -2.677
Se -4.763 -0.515 1.283
C -6.599 3.139 -4.096
H -0.501 -0.168 -4.746
H 2.762 1.616 -4.282
C -0.945 3.940 0.464
H 4.188 1.428 4.686
H 1.847 4.580 -2.030
H 3.608 0.307 -3.448
C 0.509 3.171 -1.146
H -0.319 2.947 3.155
C -3.858 -0.452 -2.602
C 3.594 2.130 4.099
C 2.956 -2.061 3.197
H 5.498 -3.590 5.002
H -3.997 -1.334 -3.216
H 4.073 3.111 4.169
H -3.514 0.517 4.096
C -8.815 3.168 -2.516
C -6.312 -0.224 2.428
C 1.341 -1.259 -3.024
H 4.843 1.258 0.979
H -0.134 1.083 -3.543
C -3.511 -1.101 2.665
H -7.172 -0.119 1.773
C 2.975 -5.397 -1.339
H 1.843 -4.134 4.617
H 5.411 2.530 2.074
C 1.581 -0.188 -4.083
N -2.046 6.210 1.951
C 2.641 0.803 -3.562
H -2.731 5.510 1.734
C 2.802 -3.782 5.007
C -0.442 5.219 0.376
O -0.199 7.356 1.320
H 0.142 -5.681 -3.346
H -5.737 3.161 -4.751
H 3.135 -6.172 -3.930
H -7.067 5.225 -4.328
C -0.894 6.369 1.246
H -3.257 2.515 -0.320
H 4.351 -0.538 3.684
H 0.687 -4.055 -0.310
H 4.616 -3.916 2.053
H 3.082 -1.266 -5.261
H -8.481 1.059 -2.197
H 2.366 1.227 -2.601
H -1.973 -0.349 4.000
H -0.135 1.298 3.789
C -3.436 1.687 -0.991
H 4.846 -1.979 5.288
C 0.259 0.541 -4.402
H 2.462 -5.396 -0.374
H -6.194 0.676 3.024
C 0.875 -3.281 -1.044
C 1.763 -2.309 2.531
H 1.010 6.461 -0.574
H 2.604 -3.029 5.773
H 2.168 -4.909 -4.683
H 2.603 2.201 4.557
C 2.785 0.332 2.550
H -4.080 -1.708 3.367
C 1.559 -3.588 -2.263
H 3.299 -4.631 5.484
C 1.580 0.063 1.897
C 0.684 -0.948 -1.753
H 3.346 -6.408 -1.514
C -4.540 1.695 -1.804
S -6.118 0.449 -3.736
C -7.003 1.968 -3.475
H 3.834 -4.725 -1.272
H -2.354 7.005 2.487
C 2.042 -4.998 -2.500
H 5.698 -2.345 3.771
C 1.742 -2.557 -3.209
C 0.594 5.462 -0.518
N -0.469 2.911 -0.262
H 4.557 -5.120 3.351
C 2.801 -5.140 -3.821
*
```

The value obtained for the HOMO energy (spin up / spin down) is -12.667 / -12.792 eV. The calculation puts the frontier orbital gap (spin up / spin down) at 8.00 / 5.22 eV.

No. 4
A molecular structure, C12H14GaN6O2. Source: the Open Molecules 2025 dataset; level of theory: ωB97M-V with the def2-TZVPD basis set.

ORCA input file:
```
! wB97M-V def2-TZVPD RIJCOSX def2/J DEFGRID3
* xyz 2 2
H 10.962 7.597 4.442
H 7.653 6.181 5.129
N 8.131 9.279 5.128
H 13.997 5.318 8.146
C 7.876 8.750 6.295
H 16.040 4.113 7.717
H 12.823 5.400 4.260
H 16.503 3.456 5.242
H 9.380 9.427 3.525
O 9.188 4.793 5.333
C 9.245 8.907 4.457
H 6.924 9.034 6.787
C 8.769 7.856 6.898
C 7.924 5.208 4.710
C 8.771 7.259 8.257
N 7.886 7.325 9.188
H 14.853 4.274 3.436
C 14.252 5.020 7.156
H 8.015 5.304 3.625
C 15.627 4.006 5.520
H 7.073 4.598 4.995
C 13.582 5.098 4.931
N 9.716 6.322 8.473
N 8.222 6.353 10.060
N 9.833 7.454 6.188
C 10.088 7.959 4.984
C 15.403 4.323 6.868
H 9.978 4.977 10.052
H 7.702 6.239 10.925
N 13.446 5.475 6.190
Ga 10.733 5.733 6.760
H 9.308 3.873 5.035
O 12.538 6.402 6.569
C 14.702 4.412 4.562
C 9.397 5.773 9.649
*
```

The value obtained for the HOMO energy (spin up / spin down) is -14.252 / -16.451 eV. The calculation puts the frontier orbital gap (spin up / spin down) at 7.18 / 8.76 eV.

No. 5
A molecular structure, C4H6N2O. Source: the Open Molecules 2025 dataset; level of theory: ωB97M-V with the def2-TZVPD basis set.

ORCA input file:
```
! wB97M-V def2-TZVPD RIJCOSX def2/J DEFGRID3
* xyz 0 1
H -2.574 0.003 0.205
C -0.079 -1.004 0.159
C 0.455 1.122 -0.522
O 2.188 0.268 0.898
C -0.620 0.336 -0.289
N -1.953 0.651 -0.255
H -0.761 -1.865 0.010
H 0.512 2.198 -0.455
H -2.173 1.619 -0.069
H 1.779 -1.744 -0.123
N 1.177 -1.091 -0.622
H 0.509 -0.698 1.199
C 1.538 0.204 -0.136
*
```

The value obtained for the HOMO energy is -8.727 eV. The calculation puts the frontier orbital gap at 9.51 eV. As for the energy above the lowest of the compared OMol25 structures with the same formula, charge and spin: 268.5 kJ/mol.

Number 1: electronic energy -11381.5322 eV, strongest force on any atom 1.63 eV/A. Number 2: electronic energy -20767.4984 eV, strongest force on any atom 2.19 eV/A. Number 3: electronic energy -271979.7072 eV, strongest force on any atom 1.26 eV/A. Number 4: electronic energy -78065.7141 eV, strongest force on any atom 2.45 eV/A. Number 5: electronic energy -9270.7193 eV, strongest force on any atom 3.67 eV/A.